Below is C23H27B2F5N4O4Te2Ti as an isolated structure, with properties calculated with the ωB97M-V functional and the def2-TZVPD basis.

Highest occupied orbital energy (alpha / beta), eV: -0.57 / -0.95
E_tot, eV: -91089.7772
LUMO (alpha / beta), eV: 4.12 / 4.12
ΔE to the lowest compared entry with this formula, charge and spin, kcal per mole: 27.9

Geometry as ORCA input:
```
! wB97M-V def2-TZVPD RIJCOSX def2/J DEFGRID3
* xyz -2 1
Ti -0.102 -0.584 -0.022
C -3.595 1.365 1.474
C -2.422 0.477 1.183
N -1.635 0.630 0.111
O -1.806 1.793 -0.655
B -1.057 1.649 -1.898
F -1.489 0.445 -2.534
F -1.331 2.727 -2.736
O 0.436 1.544 -1.745
N 0.909 1.318 -0.395
C 2.321 0.942 -0.353
C 3.327 1.991 -0.750
C 2.616 -0.200 0.351
N 1.638 -1.123 0.508
O 1.876 -2.140 1.470
B 1.065 -1.928 2.674
F 1.215 -0.572 3.143
F 1.504 -2.802 3.667
O -0.398 -2.191 2.466
N -0.932 -1.236 1.615
C -2.032 -0.581 2.020
C -2.779 -0.924 3.276
C 3.979 -0.516 0.893
H -3.565 2.221 0.804
H -3.579 1.718 2.508
H -4.535 0.826 1.314
H 2.938 2.568 -1.591
H 4.258 1.526 -1.078
H 3.558 2.693 0.062
H -2.314 -1.795 3.732
H -3.828 -1.144 3.058
H -2.745 -0.095 3.990
H 4.758 0.071 0.411
H 4.176 -1.580 0.770
H 3.980 -0.308 1.966
C 5.372 -5.044 -5.290
C 4.391 -4.128 -4.606
C 3.951 -4.358 -3.313
C 3.011 -3.536 -2.696
C 2.651 -3.818 -1.262
C 2.450 -2.454 -3.397
Te 0.907 -1.152 -2.604
C 2.956 -2.167 -4.680
C 2.562 -0.953 -5.496
C 3.902 -3.005 -5.260
H 5.666 -5.863 -4.633
H 6.274 -4.505 -5.592
H 4.932 -5.475 -6.192
H 4.356 -5.196 -2.752
H 3.505 -4.256 -0.740
H 1.814 -4.514 -1.199
H 2.356 -2.911 -0.736
H 1.801 -0.353 -5.007
H 2.179 -1.255 -6.474
H 3.439 -0.324 -5.666
H 4.271 -2.769 -6.256
Te -0.895 -2.827 -1.472
F 0.461 5.844 2.783
C 0.523 4.738 1.987
C 0.581 3.494 2.579
C 0.669 2.370 1.772
C 0.720 2.514 0.389
C 0.637 3.776 -0.184
C 0.534 4.904 0.618
H 0.560 3.409 3.658
H 0.715 1.376 2.208
H 0.634 3.871 -1.260
H 0.460 5.895 0.189
*
```

Löwdin population analysis, charges in e, atoms 1 to 2: 0.50, -0.03

=====

Below is C23H27B2F5N4O4Te2Ti as an isolated structure, with properties calculated with the ωB97M-V functional and the def2-TZVPD basis.

Highest occupied orbital energy (alpha / beta), eV: -0.67 / -0.66
E_tot, eV: -91090.9852
LUMO (alpha / beta), eV: 4.04 / 4.04
ΔE to the lowest compared entry with this formula, charge and spin, kcal per mole: 0.0

Geometry as ORCA input:
```
! wB97M-V def2-TZVPD RIJCOSX def2/J DEFGRID3
* xyz -2 1
Ti -1.184 0.100 -0.916
C -2.685 1.700 -4.668
C -2.376 0.849 -3.476
N -1.876 1.322 -2.322
O -1.733 2.698 -2.241
B -0.948 3.051 -1.048
F -0.424 4.313 -1.201
F 0.036 2.003 -0.870
O -1.731 3.003 0.200
N -2.155 1.705 0.250
C -3.337 1.504 0.718
C -4.159 2.577 1.362
C -3.816 0.149 0.591
N -3.038 -0.673 -0.054
O -3.566 -1.916 -0.157
B -3.313 -2.755 -1.364
F -4.454 -2.625 -2.198
F -3.194 -4.073 -0.936
O -2.087 -2.415 -2.103
N -1.963 -1.061 -2.351
C -2.466 -0.545 -3.468
C -3.086 -1.354 -4.562
C -5.186 -0.252 1.044
H -2.529 2.748 -4.423
H -2.035 1.438 -5.509
H -3.719 1.568 -5.001
H -3.602 3.508 1.364
H -5.098 2.724 0.823
H -4.406 2.301 2.389
H -4.135 -1.083 -4.703
H -2.561 -1.188 -5.508
H -3.042 -2.408 -4.305
H -5.545 0.403 1.837
H -5.890 -0.208 0.209
H -5.174 -1.281 1.397
C 5.864 -1.203 6.038
C 4.931 -0.715 4.959
C 3.724 -0.107 5.271
C 2.855 0.354 4.286
C 1.558 0.986 4.710
C 3.196 0.198 2.931
Te 1.913 0.983 1.407
C 4.401 -0.442 2.601
C 4.834 -0.710 1.180
C 5.249 -0.876 3.620
H 5.460 -0.990 7.029
H 6.842 -0.723 5.962
H 6.022 -2.281 5.965
H 3.448 0.015 6.315
H 1.510 1.073 5.798
H 0.710 0.391 4.363
H 1.438 1.973 4.262
H 4.004 -0.627 0.482
H 5.259 -1.713 1.103
H 5.603 0.001 0.867
H 6.179 -1.370 3.348
Te -0.031 -0.907 1.589
F 3.887 -1.465 -4.432
C 2.820 -1.117 -3.636
C 2.456 -1.946 -2.600
C 1.375 -1.572 -1.802
C 0.643 -0.393 -2.001
C 1.064 0.391 -3.086
C 2.144 0.053 -3.899
H 3.006 -2.863 -2.420
H 1.104 -2.233 -0.986
H 0.551 1.322 -3.306
H 2.460 0.684 -4.722
*
```

Löwdin population analysis, charges in e, atoms 1 to 2: 0.69, -0.03

=====

Below is C23H27ClF6N6O7S3W as an isolated structure, with properties calculated with the ωB97M-V functional and the def2-TZVPD basis.

Highest occupied orbital energy (alpha / beta), eV: -9.92 / -11.56
⟨S²⟩: 3.76
E_tot, eV: -110713.7271
LUMO (alpha / beta), eV: -3.03 / -3.05
ΔE to the lowest compared entry with this formula, charge and spin, kcal per mole: 49.4

Geometry as ORCA input:
```
! wB97M-V def2-TZVPD RIJCOSX def2/J DEFGRID3
* xyz 1 4
W -0.112 0.296 -0.726
C 1.483 3.061 -0.145
C 2.530 1.956 -0.132
N 2.196 0.897 -1.104
C 2.864 1.072 -2.412
C 2.308 2.231 -3.235
S 0.511 2.132 -3.429
C -0.130 3.620 -2.625
C -0.708 3.427 -1.212
N 0.108 2.533 -0.359
H 1.526 3.615 0.793
H 1.696 3.767 -0.942
H 3.511 2.385 -0.351
H 2.575 1.509 0.854
H 2.536 0.015 -0.727
H 3.931 1.252 -2.251
H 2.760 0.142 -2.961
H 2.564 3.201 -2.809
H 2.735 2.188 -4.235
H 0.660 4.369 -2.643
H -0.929 3.986 -3.268
H -0.791 4.416 -0.750
H -1.705 2.992 -1.267
H -0.353 2.485 0.546
F 1.813 -4.639 0.919
C 0.598 -4.138 0.907
F -0.242 -4.920 0.252
F 0.165 -3.997 2.133
S 0.769 -2.555 -0.178
O -0.499 -1.868 -0.637
O 1.925 -1.714 0.042
N 1.170 -3.496 -1.444
S 1.438 -2.739 -2.785
O 1.043 -1.321 -2.734
O 2.696 -3.001 -3.411
C 0.163 -3.414 -3.914
F 0.412 -4.668 -4.242
F -1.044 -3.339 -3.346
F 0.138 -2.661 -5.025
Cl 2.362 0.895 7.653
C 1.790 0.504 6.070
C 1.415 1.528 5.212
C 0.985 1.210 3.934
C 0.910 -0.117 3.526
C 1.261 -1.130 4.408
C 1.713 -0.824 5.681
C 0.519 -0.480 2.131
O 0.104 -1.612 1.893
O 0.636 0.441 1.233
H 1.470 2.556 5.546
H 0.701 1.997 3.246
H 1.191 -2.160 4.083
H 2.013 -1.604 6.367
O -1.889 0.725 0.413
N -2.450 -0.031 1.363
C -2.796 -1.298 1.114
C -3.373 -2.060 2.110
C -3.614 -1.501 3.350
C -3.280 -0.171 3.563
C -2.693 0.549 2.547
H -2.583 -1.658 0.120
H -3.628 -3.088 1.891
H -4.067 -2.085 4.139
H -3.470 0.316 4.508
H -2.393 1.582 2.623
N -1.408 -0.298 -3.574
C -2.534 -0.537 -4.240
C -3.581 -0.177 -3.411
C -2.969 0.265 -2.241
N -1.634 0.194 -2.346
H -0.452 -0.482 -3.851
H -2.517 -0.949 -5.235
H -4.635 -0.228 -3.624
H -3.420 0.653 -1.345
*
```

Löwdin population analysis, charges in e, atoms 1 to 2: 1.60, -0.15

=====

Below is a single C23H27ClN4O molecule, with properties calculated with the ωB97M-V functional and the def2-TZVPD basis.

Highest occupied orbital energy, eV: -8.38
E_tot, eV: -44819.9089
LUMO, eV: 0.49
SMILES string: C=C(C)CNC(=O)[C@@H](c1cccn2ccnc12)N(CC(C)C)c1ccc(Cl)cc1
ΔE to the lowest compared entry with this formula, charge and spin, kcal per mole: 16.6

Geometry as ORCA input:
```
! wB97M-V def2-TZVPD RIJCOSX def2/J DEFGRID3
* xyz 0 1
C -0.173 5.480 1.857
C -0.793 4.479 1.243
C -2.178 4.024 1.604
C -0.125 3.718 0.126
N 0.106 2.338 0.522
C -0.078 1.317 -0.334
O -0.570 1.442 -1.445
C 0.283 -0.103 0.143
C 1.659 -0.538 -0.339
C 1.813 -1.722 -0.995
C 3.093 -2.191 -1.414
C 4.196 -1.452 -1.162
N 4.060 -0.255 -0.507
C 5.010 0.665 -0.123
C 4.316 1.664 0.499
N 2.978 1.408 0.522
C 2.833 0.245 -0.091
N -0.032 -0.415 1.548
C -0.483 -1.796 1.735
C -1.853 -2.100 1.123
C -2.900 -1.084 1.567
C -2.254 -3.521 1.516
C 0.897 -0.026 2.569
C 2.077 -0.729 2.806
C 2.942 -0.347 3.817
C 2.618 0.747 4.604
Cl 3.707 1.243 5.866
C 1.435 1.442 4.413
C 0.574 1.039 3.402
H 0.827 5.780 1.570
H -0.648 6.035 2.657
H -2.180 2.960 1.853
H -2.577 4.584 2.448
H -2.852 4.143 0.753
H -0.764 3.682 -0.757
H 0.818 4.195 -0.153
H 0.756 2.194 1.278
H -0.422 -0.693 -0.440
H 0.938 -2.321 -1.217
H 3.193 -3.132 -1.933
H 5.200 -1.735 -1.443
H 6.055 0.522 -0.331
H 4.722 2.561 0.937
H 0.250 -2.529 1.361
H -0.557 -1.952 2.814
H -1.781 -2.070 0.030
H -2.983 -1.082 2.658
H -2.636 -0.075 1.252
H -3.879 -1.332 1.155
H -2.367 -3.600 2.600
H -3.206 -3.798 1.061
H -1.505 -4.250 1.202
H 2.321 -1.587 2.192
H 3.863 -0.885 3.994
H 1.192 2.281 5.050
H -0.359 1.561 3.234
*
```

Löwdin population analysis, charges in e, atoms 1 to 2: 0.05, -0.36

=====

- Which value of E_tot does entry 3 give?
  -110713.7271 eV

=====

- Which of these has the lowest E_tot?
  C23H27ClF6N6O7S3W